Entry 1:
ORCA calculation (the ωB97M-V functional and the def2-TZVPD basis) on a cluster of 21 separate species, C70H161Cl28N7 in total in a non-equilibrium geometry.

## Properties
E_LUMO = 0.21 eV
HOMO-LUMO gap = 8.26 eV
2S+1 = 1
HOMO energy = -8.05 eV
maximum force = 0.0721 Eh/bohr

Geometry as XYZ:
```
266
C70H161Cl28N7 | the OMol25 dataset | the ωB97M-V functional and the def2-TZVPD basis
Cl -0.607 -2.782 -5.111
C 1.030 -2.232 -5.610
C 1.053 -0.769 -5.913
Cl 1.220 0.180 -4.413
H 1.223 -2.712 -6.608
H 1.647 -2.530 -4.767
H 0.098 -0.593 -6.460
H 1.934 -0.532 -6.488
Cl -2.336 6.600 3.827
C -2.505 7.032 2.058
C -3.925 7.385 1.699
Cl -4.609 8.919 2.247
H -2.102 6.231 1.483
H -1.769 7.825 1.866
H -4.583 6.587 2.090
H -4.005 7.405 0.587
Cl 2.128 -5.144 -6.032
C 3.740 -5.076 -5.390
C 3.728 -5.194 -3.833
Cl 3.305 -3.576 -3.122
H 4.210 -4.131 -5.647
H 4.358 -5.930 -5.663
H 4.707 -5.426 -3.438
H 3.006 -5.919 -3.469
Cl 2.516 -2.852 9.146
C 2.111 -2.790 7.401
C 0.877 -1.820 7.289
Cl -0.530 -2.380 8.093
H 1.909 -3.788 6.991
H 2.895 -2.393 6.858
H 0.797 -1.760 6.234
H 1.137 -0.848 7.690
Cl 2.270 1.215 4.360
C 3.297 0.562 2.970
C 4.073 -0.625 3.490
Cl 2.976 -2.024 3.707
H 3.997 1.339 2.761
H 2.629 0.356 2.141
H 4.499 -0.472 4.512
H 4.869 -0.839 2.791
Cl 9.154 -1.625 -2.037
C 8.474 -0.109 -1.393
C 7.402 -0.373 -0.347
Cl 6.134 -1.444 -1.003
H 8.043 0.328 -2.282
H 9.241 0.514 -0.999
H 6.825 0.513 -0.111
H 7.798 -0.839 0.580
Cl -0.416 -3.359 -1.324
C -0.211 -5.140 -1.458
C 0.059 -5.558 -2.874
Cl 0.361 -7.349 -3.048
H -1.137 -5.677 -1.022
H 0.685 -5.358 -0.863
H 0.927 -5.008 -3.334
H -0.826 -5.476 -3.466
Cl 7.698 3.423 -0.099
C 7.289 3.922 1.549
C 7.885 2.972 2.505
Cl 6.891 1.445 2.501
H 6.229 4.003 1.717
H 7.462 4.929 1.796
H 7.726 3.327 3.488
H 8.978 2.858 2.315
Cl 2.681 9.217 -0.224
C 3.370 7.612 -0.364
C 4.732 7.841 -0.979
Cl 5.533 6.275 -1.132
H 2.709 6.963 -1.025
H 3.459 7.089 0.655
H 5.367 8.543 -0.442
H 4.667 8.161 -2.046
Cl -3.292 6.158 -1.668
C -2.726 5.019 -2.986
C -2.052 3.811 -2.413
Cl -0.658 4.254 -1.412
H -2.070 5.651 -3.602
H -3.648 4.726 -3.552
H -1.680 3.254 -3.285
H -2.610 3.130 -1.837
Cl 3.767 4.492 2.848
C 2.301 4.823 3.860
C 1.010 4.361 3.254
Cl 0.709 5.232 1.659
H 2.182 5.856 4.064
H 2.547 4.317 4.846
H 0.130 4.586 3.968
H 0.979 3.285 3.079
Cl -6.358 -4.886 -0.322
C -4.755 -4.700 0.612
C -4.454 -3.309 1.052
Cl -4.248 -2.207 -0.361
H -3.943 -5.129 -0.120
H -4.847 -5.335 1.489
H -3.496 -3.283 1.627
H -5.246 -2.940 1.738
Cl 0.044 5.042 -6.233
C 1.526 4.189 -5.801
C 1.583 4.089 -4.265
Cl 3.296 3.890 -3.743
H 2.330 4.836 -6.213
H 1.519 3.215 -6.261
H 0.979 3.263 -3.935
H 1.191 4.990 -3.727
Cl 6.664 1.362 -4.393
C 5.077 0.832 -3.940
C 4.869 -0.656 -4.050
Cl 5.043 -1.176 -5.824
H 4.313 1.370 -4.505
H 4.845 1.091 -2.868
H 3.847 -0.966 -3.779
H 5.673 -1.255 -3.565
C 0.855 2.446 8.481
C 1.021 2.935 7.036
N 0.416 4.263 6.730
C 1.155 5.290 7.564
C 1.190 6.646 6.974
C -1.042 4.407 6.832
C -1.818 3.415 6.016
H -0.145 2.646 8.785
H 1.448 2.916 9.245
H 1.098 1.351 8.576
H 2.066 2.979 6.782
H 0.620 2.197 6.387
H 0.751 5.448 8.575
H 2.145 4.895 7.711
H 0.276 7.204 7.079
H 1.924 7.172 7.560
H 1.421 6.539 5.862
H -1.274 5.422 6.465
H -1.406 4.316 7.851
H -1.591 3.488 4.955
H -2.921 3.632 6.139
H -1.662 2.416 6.397
C -8.360 -2.758 -5.664
C -7.428 -3.870 -6.216
N -6.645 -4.554 -5.309
C -6.108 -5.849 -5.709
C -5.016 -5.857 -6.818
C -5.659 -3.632 -4.746
C -4.879 -4.216 -3.584
H -9.058 -3.202 -4.889
H -8.865 -2.284 -6.536
H -7.743 -1.929 -5.266
H -8.026 -4.554 -6.815
H -6.897 -3.380 -7.071
H -5.612 -6.260 -4.769
H -6.836 -6.501 -6.088
H -5.409 -5.336 -7.674
H -4.084 -5.377 -6.497
H -4.798 -6.924 -7.056
H -6.205 -2.720 -4.475
H -4.991 -3.316 -5.494
H -5.517 -4.821 -2.958
H -4.534 -3.425 -2.937
H -4.029 -4.802 -3.937
C 4.966 -7.296 -1.038
C 5.385 -7.092 0.437
N 5.412 -5.787 1.072
C 4.098 -5.180 1.216
C 3.121 -5.754 2.165
C 6.297 -4.868 0.316
C 7.723 -5.300 0.284
H 5.850 -7.130 -1.713
H 4.027 -6.758 -1.322
H 4.834 -8.395 -1.111
H 4.700 -7.680 1.035
H 6.418 -7.513 0.560
H 4.326 -4.120 1.478
H 3.698 -5.163 0.187
H 3.261 -5.473 3.180
H 2.079 -5.426 1.884
H 3.257 -6.849 2.194
H 6.388 -3.962 0.831
H 5.820 -4.682 -0.606
H 8.375 -4.524 -0.072
H 8.030 -6.210 -0.343
H 7.971 -5.669 1.328
C -0.324 -3.899 3.018
C -0.722 -2.448 3.355
N -2.184 -2.237 3.481
C -2.487 -0.860 3.640
C -1.945 -0.115 4.870
C -2.812 -2.982 4.567
C -3.056 -4.489 4.260
H -0.427 -4.522 3.908
H 0.722 -3.936 2.728
H -1.014 -4.232 2.246
H -0.222 -2.204 4.361
H -0.389 -1.741 2.577
H -3.566 -0.910 3.594
H -2.117 -0.357 2.757
H -1.023 0.484 4.817
H -1.801 -0.813 5.685
H -2.689 0.531 5.319
H -2.203 -2.911 5.505
H -3.782 -2.557 4.718
H -3.787 -4.790 5.044
H -3.441 -4.675 3.240
H -2.251 -5.181 4.302
C 2.513 -1.774 0.212
C 2.141 -0.686 -0.775
N 1.859 0.651 -0.185
C 0.487 0.622 0.126
C 0.052 1.634 1.178
C 2.400 1.749 -1.024
C 3.750 2.208 -0.481
H 3.552 -1.660 0.576
H 2.488 -2.641 -0.447
H 1.714 -1.830 0.971
H 3.001 -0.549 -1.414
H 1.316 -0.991 -1.415
H -0.118 0.854 -0.769
H 0.135 -0.311 0.497
H 0.444 1.505 2.234
H 0.419 2.616 0.884
H -1.045 1.767 1.120
H 1.782 2.617 -0.864
H 2.426 1.607 -2.133
H 3.641 2.501 0.514
H 4.028 3.081 -1.080
H 4.631 1.521 -0.642
C -2.215 -0.515 -3.129
C -3.554 -0.501 -3.828
N -3.788 0.772 -4.494
C -3.127 0.744 -5.769
C -3.068 2.114 -6.447
C -5.208 0.923 -4.745
C -6.101 1.104 -3.550
H -1.959 -1.540 -2.849
H -2.226 0.044 -2.239
H -1.417 -0.093 -3.747
H -3.660 -1.343 -4.541
H -4.264 -0.701 -3.008
H -2.167 0.387 -5.607
H -3.709 0.054 -6.398
H -2.444 2.787 -5.899
H -2.735 2.037 -7.471
H -4.099 2.588 -6.436
H -5.565 0.086 -5.410
H -5.300 1.773 -5.431
H -6.038 2.072 -3.011
H -6.014 0.269 -2.879
H -7.115 0.976 -3.942
C -4.016 1.739 -0.231
C -5.004 1.396 0.865
N -5.650 2.598 1.414
C -6.398 3.340 0.441
C -7.679 2.663 -0.075
C -4.630 3.459 2.057
C -3.738 2.733 3.019
H -3.909 0.879 -0.864
H -3.039 2.090 0.125
H -4.384 2.525 -0.946
H -5.767 0.793 0.341
H -4.603 0.779 1.613
H -6.689 4.268 0.960
H -5.844 3.607 -0.499
H -8.167 3.330 -0.743
H -7.536 1.720 -0.569
H -8.328 2.501 0.771
H -5.154 4.193 2.636
H -4.040 4.005 1.301
H -3.312 3.447 3.700
H -2.920 2.321 2.410
H -4.170 1.910 3.575
```

Entry 2:
ORCA calculation (the ωB97M-V functional and the def2-TZVPD basis) on a structure of composition C70H56BrClIKN5PS3 in a non-equilibrium geometry.

## Properties
E_LUMO = -0.08 eV
HOMO-LUMO gap = 5.55 eV
2S+1 = 1
HOMO energy = -5.63 eV
maximum force = 0.0313 Eh/bohr

Geometry as XYZ:
```
139
C70H56BrClIKN5PS3 | the OMol25 dataset | the ωB97M-V functional and the def2-TZVPD basis
K -1.893 0.657 0.784
N -0.300 2.147 -0.176
S 1.137 2.137 -0.026
N 1.962 0.677 -0.115
S 2.564 -0.287 0.895
N 1.830 -1.009 2.047
S 0.479 -1.965 1.798
N -0.627 -1.467 1.008
C 0.217 -2.406 3.513
C 1.189 -2.374 4.501
C 0.871 -2.836 5.770
C -0.409 -3.301 6.042
C -1.378 -3.307 5.050
C -1.067 -2.863 3.773
C 1.210 -3.530 1.235
C 0.774 -3.935 -0.013
C 1.214 -5.148 -0.529
C 2.067 -5.949 0.213
C 2.486 -5.538 1.474
C 2.060 -4.327 1.991
C 3.338 -1.464 -0.205
C 3.067 -1.436 -1.562
C 3.648 -2.403 -2.373
C 4.482 -3.363 -1.821
C 4.741 -3.378 -0.456
C 4.161 -2.425 0.364
C 3.913 0.443 1.799
C 5.063 0.784 1.101
C 6.094 1.413 1.780
C 5.954 1.708 3.130
C 4.789 1.379 3.806
C 3.752 0.734 3.145
C 2.045 2.940 -1.350
C 3.366 2.685 -1.690
C 3.930 3.356 -2.763
C 3.171 4.268 -3.490
C 1.853 4.514 -3.144
C 1.281 3.846 -2.068
C 1.787 2.895 1.454
C 0.954 2.729 2.552
C 1.288 3.325 3.760
C 2.438 4.097 3.847
C 3.255 4.269 2.736
C 2.935 3.673 1.524
H 2.173 -1.981 4.285
H 1.617 -2.809 6.553
H -0.656 -3.642 7.039
H -2.382 -3.643 5.272
H -1.812 -2.833 2.987
H 0.074 -3.304 -0.544
H 0.868 -5.478 -1.500
H 2.394 -6.904 -0.181
H 3.138 -6.173 2.061
H 2.377 -4.024 2.979
H 2.412 -0.678 -1.968
H 3.446 -2.397 -3.436
H 4.934 -4.113 -2.458
H 5.382 -4.137 -0.029
H 4.339 -2.432 1.432
H 5.169 0.537 0.052
H 7.006 1.666 1.256
H 6.759 2.205 3.656
H 4.673 1.626 4.853
H 2.834 0.479 3.655
H 3.943 1.962 -1.130
H 4.958 3.164 -3.040
H 3.611 4.782 -4.335
H 1.261 5.215 -3.717
H 0.245 3.992 -1.786
H 0.008 2.204 2.477
H 0.621 3.199 4.605
H 2.689 4.587 4.779
H 4.143 4.886 2.805
H 3.564 3.831 0.658
C -0.297 -4.066 -3.949
C -1.285 -3.568 -2.933
C -2.311 -4.357 -2.425
C -3.198 -3.828 -1.503
C -3.010 -2.505 -1.132
Br -4.229 -1.709 0.109
N -2.053 -1.735 -1.582
C -1.208 -2.265 -2.462
H -0.536 -5.080 -4.270
H 0.720 -4.071 -3.550
H -0.290 -3.429 -4.836
H -2.427 -5.383 -2.754
H -4.010 -4.409 -1.092
H -0.423 -1.603 -2.819
Cl -3.501 3.063 -1.047
C -4.197 3.127 -2.645
C -4.927 4.262 -2.977
C -5.501 4.353 -4.232
C -5.356 3.311 -5.143
C -4.630 2.189 -4.788
C -4.025 2.072 -3.534
P -3.119 0.584 -2.956
C -1.621 0.533 -4.010
C -1.590 0.470 -5.404
C -0.383 0.431 -6.082
C 0.815 0.461 -5.375
C 0.800 0.533 -3.991
C -0.414 0.567 -3.312
C -4.182 -0.738 -3.652
C -5.526 -0.757 -3.270
C -6.358 -1.799 -3.641
C -5.860 -2.859 -4.391
C -4.526 -2.860 -4.766
C -3.696 -1.806 -4.401
H -5.035 5.055 -2.250
H -6.071 5.234 -4.495
H -5.818 3.371 -6.120
H -4.551 1.363 -5.485
H -2.515 0.445 -5.968
H -0.374 0.385 -7.163
H 1.757 0.441 -5.908
H 1.729 0.593 -3.436
H -0.438 0.648 -2.229
H -5.927 0.051 -2.667
H -7.397 -1.788 -3.338
H -6.509 -3.677 -4.677
H -4.124 -3.680 -5.348
H -2.656 -1.827 -4.703
I -3.612 4.126 2.280
C -3.017 3.859 4.259
C -3.325 4.849 5.146
C -2.910 4.733 6.492
C -2.199 3.642 6.889
C -1.874 2.609 5.970
C -1.109 1.496 6.399
C -0.787 0.522 5.498
C -1.237 0.625 4.161
C -2.001 1.654 3.634
C -2.291 2.676 4.608
H -3.878 5.721 4.822
H -3.159 5.517 7.197
H -1.870 3.543 7.918
H -0.793 1.440 7.435
H -0.193 -0.327 5.820
H -0.936 -0.178 3.490
```

Respective relative energy (zero: lowest compared OMol25 entry of this formula, charge and spin) values: 22.3 28.3 kcal/mol.
Respective M values: 2093.791 1375.787 g/mol.